1.
{
  "formula": "C23H32BaN6O6PS",
  "method": "ωB97M-V/def2-TZVPD",
  "de_lowest_ev": 0.189,
  "charge": 1,
  "total_energy_ev": -66411.8894,
  "species": ["Ba", "N", "C", "C", "C", "C", "C", "C", "S", "O", "O", "N", "C", "N", "C", "C", "C", "N", "H", "H", "H", "H", "H", "H", "H", "H", "H", "C", "O", "P", "O", "C", "O", "C", "H", "H", "H", "H", "H", "H", "H", "H", "H", "C", "C", "N", "C", "C", "C", "O", "C", "C", "C", "C", "N", "C", "H", "H", "H", "H", "H", "H", "H", "H", "H", "H", "H", "H", "H", "H"],
  "xyz": [[-0.00152, 0.04929, -0.80875], [-4.27295, 5.91475, -5.81697], [-3.61440, 4.97290, -5.07999], [-3.20544, 5.25664, -3.76670], [-2.51025, 4.32140, -3.03578], [-2.20976, 3.08688, -3.60544], [-2.61119, 2.78487, -4.90190], [-3.30490, 3.72236, -5.63416], [-1.37870, 1.89714, -2.66694], [-0.33835, 2.54296, -1.84621], [-0.82195, 0.86718, -3.54569], [-2.26477, 1.18545, -1.55123], [-3.01205, 0.08169, -1.89066], [-3.83333, 0.08524, -2.94392], [-4.53470, -1.01568, -3.15311], [-4.44309, -2.14008, -2.34206], [-3.52721, -2.07419, -1.31518], [-2.79641, -0.97926, -1.08318], [-4.63883, 6.73189, -5.36383], [-4.70554, 5.65148, -6.68328], [-3.43329, 6.22256, -3.33393], [-2.18950, 4.54530, -2.02691], [-2.37303, 1.81872, -5.32443], [-3.61134, 3.49794, -6.64808], [-5.19947, -1.00356, -4.01041], [-5.03683, -3.02309, -2.52191], [-3.35714, -2.91777, -0.65582], [1.64164, -0.10386, 3.79914], [1.25081, 1.23952, 3.50956], [0.03779, 1.48639, 2.48463], [-1.20013, 1.05978, 3.41168], [-2.52598, 1.22914, 2.88759], [-0.07730, 3.08128, 2.53371], [0.59410, 3.87227, 1.54105], [2.61789, -0.05673, 4.27334], [1.71614, -0.70045, 2.88284], [0.92646, -0.56709, 4.47855], [-3.18871, 0.63138, 3.50568], [-2.59125, 0.88820, 1.84949], [-2.81424, 2.27742, 2.94056], [0.24070, 4.89106, 1.66626], [0.34580, 3.53191, 0.53281], [1.67262, 3.84689, 1.69741], [1.97148, -7.46019, 1.37857], [2.67413, -6.68329, 2.48058], [2.64956, -5.23354, 2.25313], [1.83813, -4.42304, 3.15384], [0.34302, -4.61830, 2.95073], [3.54001, -4.74329, 1.35999], [4.35270, -5.43576, 0.77251], [3.49371, -3.27478, 1.02129], [4.65592, -2.51834, 1.09606], [4.62388, -1.19434, 0.69379], [3.43656, -0.68360, 0.19963], [2.31838, -1.40742, 0.08629], [2.35861, -2.67821, 0.50003], [2.01562, -8.52886, 1.58853], [2.46039, -7.28333, 0.42168], [0.92233, -7.17200, 1.29833], [3.71513, -6.99793, 2.55229], [2.20036, -6.86282, 3.44608], [2.10690, -3.37637, 3.02375], [2.10709, -4.68600, 4.18075], [0.04370, -4.34621, 1.93667], [-0.21736, -4.00321, 3.65574], [0.05484, -5.65679, 3.11387], [5.56875, -2.97432, 1.45691], [5.50301, -0.56837, 0.74810], [3.38562, 0.35098, -0.12668], [1.44293, -3.25290, 0.40272]],
  "forces_ev_per_a": [[0.0136, -0.2178, 0.3234], [0.0237, 0.0170, -0.0162], [-0.0020, -0.0101, 0.0172], [-0.0013, 0.0032, -0.0103], [0.0086, -0.0185, 0.0015], [-0.0229, 0.0496, -0.0277], [0.0107, -0.0146, 0.0115], [-0.0031, 0.0070, 0.0008], [-0.0017, 0.0193, 0.0211], [-0.0455, 0.0959, -0.0788], [-0.0321, 0.0218, 0.0533], [-0.1395, 0.0502, -0.0575], [0.0505, -0.0416, -0.0656], [0.0158, 0.1374, 0.0698], [-0.0621, -0.0458, -0.0581], [0.0068, -0.0403, 0.0338], [-0.0167, 0.0888, -0.0014], [0.2200, -0.0089, -0.0047], [-0.0109, -0.0020, 0.0036], [-0.0118, -0.0030, 0.0003], [0.0000, -0.0007, 0.0009], [-0.0009, 0.0008, 0.0001], [-0.0024, 0.0025, -0.0025], [0.0014, -0.0028, 0.0017], [0.0013, -0.0010, 0.0072], [0.0016, 0.0002, 0.0018], [-0.0005, -0.0050, 0.0022], [-0.0055, 0.0131, 0.0142], [0.0296, -0.0161, -0.0008], [-0.0349, -0.0693, -0.3215], [-0.0106, -0.0150, 0.0361], [0.0079, -0.0032, -0.0006], [0.0169, -0.0236, 0.0025], [-0.0032, 0.0063, -0.0048], [0.0032, -0.0008, -0.0015], [-0.0001, 0.0028, -0.0067], [-0.0029, -0.0015, -0.0028], [-0.0030, -0.0009, -0.0028], [-0.0014, 0.0039, -0.0012], [-0.0020, 0.0008, -0.0022], [-0.0037, 0.0001, 0.0041], [0.0060, -0.0052, 0.0017], [-0.0051, -0.0024, 0.0051], [0.0024, -0.0004, -0.0021], [0.0007, 0.0012, -0.0027], [-0.0046, 0.0187, 0.0202], [0.0147, -0.0169, 0.0027], [0.0014, 0.0044, 0.0008], [-0.0701, -0.0206, -0.1123], [0.0369, 0.0073, 0.0520], [0.0208, 0.0086, 0.0430], [0.0086, -0.0024, -0.0098], [-0.0084, -0.0033, 0.0060], [0.0057, 0.0021, -0.0081], [0.0153, 0.0230, 0.0402], [-0.0209, 0.0159, 0.0202], [-0.0008, 0.0007, -0.0008], [-0.0013, -0.0002, 0.0024], [0.0006, 0.0004, 0.0015], [0.0002, -0.0019, 0.0036], [0.0017, -0.0036, 0.0016], [0.0058, 0.0017, 0.0076], [-0.0039, 0.0024, 0.0029], [-0.0062, -0.0022, 0.0028], [-0.0007, -0.0005, 0.0004], [0.0018, 0.0004, -0.0007], [-0.0025, -0.0022, 0.0011], [-0.0015, 0.0017, -0.0004], [0.0046, -0.0035, -0.0057], [0.0075, -0.0013, -0.0124]]
}

2.
{
  "formula": "C23H32BiN7O6PS2",
  "method": "ωB97M-V/def2-TZVPD",
  "de_lowest_ev": 0.774,
  "charge": -1,
  "total_energy_ev": -83887.8976,
  "species": ["Bi", "N", "C", "S", "N", "N", "C", "C", "C", "C", "C", "C", "C", "O", "H", "H", "H", "H", "H", "H", "H", "O", "C", "C", "O", "C", "C", "O", "C", "O", "O", "C", "P", "C", "C", "H", "H", "H", "H", "H", "H", "H", "H", "H", "C", "C", "N", "C", "C", "N", "C", "C", "H", "H", "H", "H", "H", "H", "H", "H", "H", "H", "H", "H", "N", "C", "N", "S", "H", "H", "H", "H"],
  "xyz": [[0.23810, 1.40704, 0.18425], [-2.17388, 4.25004, -2.41590], [-1.83146, 3.43226, -1.37960], [-0.26001, 3.75729, -0.66925], [-2.66140, 2.51927, -1.01334], [-2.22959, 1.77287, 0.04101], [-3.07468, 1.23211, 0.83215], [-2.68781, 0.74083, 2.12203], [-3.58206, -0.04722, 2.85151], [-3.38569, -0.31114, 4.18702], [-2.30653, 0.28040, 4.83958], [-1.40777, 1.05582, 4.14805], [-1.52270, 1.26832, 2.75670], [-0.62304, 1.99414, 2.16619], [-1.61048, 5.07882, -2.49838], [-3.16269, 4.35049, -2.59112], [-4.14696, 1.27805, 0.61740], [-4.45168, -0.44110, 2.34023], [-4.08125, -0.93322, 4.73205], [-2.16618, 0.12192, 5.90040], [-0.56603, 1.51426, 4.64394], [6.62825, 1.63395, 0.85605], [5.41680, 1.70203, 0.74752], [4.40903, 1.29118, 1.79181], [4.65199, 0.80388, 2.88701], [3.09810, 1.55933, 1.20609], [3.24985, 2.06129, -0.10074], [2.22603, 2.32713, -0.83560], [4.65129, 2.19529, -0.45179], [5.12214, 2.60591, -1.51056], [1.95723, 1.34678, 1.74171], [-1.64763, 0.94767, -3.73311], [-1.59478, -0.16751, -2.25950], [-3.41661, -0.44362, -2.06515], [-1.26050, -1.74348, -3.17901], [-2.28413, 0.52014, -4.50744], [-0.63570, 1.06243, -4.11591], [-2.02855, 1.92125, -3.43896], [-3.85121, -0.84254, -2.98052], [-3.89221, 0.49802, -1.80880], [-3.57092, -1.15557, -1.25514], [-1.80860, -1.76475, -4.12042], [-1.56067, -2.58782, -2.56077], [-0.19465, -1.81459, -3.37786], [-0.29704, -2.15080, 0.54911], [-0.36268, -3.59202, 1.10806], [0.74825, -3.82099, 2.02701], [2.01108, -3.53401, 1.34976], [2.05288, -2.04880, 0.91150], [0.77208, -1.42084, 1.21416], [0.56059, -1.45123, 2.65579], [0.60870, -2.91121, 3.16102], [-1.23438, -1.61293, 0.72108], [-0.08982, -2.14589, -0.52334], [-0.30870, -4.33807, 0.31017], [-1.28690, -3.75777, 1.66797], [2.09200, -4.20691, 0.49107], [2.82380, -3.76712, 2.04363], [2.24102, -1.95043, -0.15998], [2.82982, -1.50055, 1.44801], [-0.41183, -1.00307, 2.85922], [1.32771, -0.82957, 3.11709], [-0.31022, -3.17580, 3.69106], [1.45146, -3.08144, 3.83356], [2.35342, -0.01621, -4.81898], [2.17211, 0.53808, -3.58733], [2.29035, 1.85360, -3.45415], [1.69747, -0.44105, -2.32795], [2.88500, 0.47994, -5.51687], [2.39399, -1.02232, -4.84191], [2.74204, 2.40681, -4.16477], [2.27705, 2.22296, -2.48788]],
  "forces_ev_per_a": [[0.5167, -0.7454, 0.6057], [-0.1719, 0.2013, -0.2292], [0.4592, -0.0571, 0.7351], [-0.1777, 0.7275, -0.4936], [-1.1374, -0.0861, -0.4519], [0.1629, 0.1451, 0.5255], [-0.2843, 0.4985, -0.6895], [0.4346, -0.1166, 0.3776], [0.0511, -0.0698, 0.0758], [-0.3111, -0.1920, 0.0024], [0.2240, 0.0541, -0.0235], [-0.0271, -0.0539, 0.1263], [-0.2745, 0.1030, 0.2419], [0.1141, -0.1063, -0.1815], [-0.0604, 0.0272, -0.0898], [0.0673, -0.0262, 0.0178], [0.0686, 0.0425, -0.1682], [-0.0956, -0.0144, -0.0207], [-0.0479, -0.0344, 0.0188], [0.0110, -0.0124, 0.0744], [0.1247, 0.0317, 0.0278], [-0.8549, 0.0525, -0.0975], [1.1795, -0.0224, 0.1106], [0.0229, -0.3614, 0.7736], [-0.0620, 0.2284, -0.5302], [0.1012, 0.0751, -0.2422], [-0.0080, -0.1384, 0.2366], [0.0807, 0.2130, 0.3663], [0.1475, 0.2763, -0.7979], [-0.2351, -0.2286, 0.5495], [0.0191, 0.1281, -0.1515], [0.1082, -0.1311, 0.3104], [-0.5636, -0.3333, -0.8326], [0.3021, 0.0691, 0.0966], [0.1191, 0.1716, 0.2383], [-0.0429, -0.0241, -0.0891], [0.0969, 0.0569, -0.0858], [0.0099, 0.0436, -0.0829], [-0.0606, -0.0273, -0.0910], [-0.0972, 0.0793, 0.0217], [-0.1014, -0.0714, 0.0678], [-0.1460, -0.0333, -0.0238], [-0.0306, -0.1372, 0.0214], [-0.0164, -0.0909, -0.0413], [-0.1352, -0.1388, -0.0805], [-0.0348, -0.1086, 0.0026], [0.0047, -0.2945, 0.0793], [0.0411, -0.0774, -0.0208], [0.2345, 0.0093, -0.1366], [-0.0365, 0.3086, -0.1613], [-0.0621, 0.1317, 0.2454], [-0.0639, -0.0571, 0.0459], [-0.0501, -0.0101, -0.0556], [-0.0328, 0.0206, -0.0243], [-0.0356, 0.0264, -0.0058], [-0.0261, -0.0234, -0.0677], [0.0385, 0.0208, 0.0282], [-0.0074, -0.0047, -0.0878], [0.0651, -0.0086, 0.0746], [0.0027, 0.0530, -0.0462], [0.0146, -0.0026, 0.0615], [-0.0357, 0.0830, 0.0362], [0.0438, 0.0260, 0.0613], [0.0019, 0.0255, 0.0350], [0.1770, 0.1192, -0.2187], [-0.1142, 0.1334, -0.2196], [0.1458, 0.1125, -0.2436], [0.1792, -0.4938, 0.4552], [-0.0155, -0.0042, 0.0295], [0.0199, 0.1317, 0.0471], [-0.0325, -0.0664, -0.0260], [0.0993, -0.0222, -0.0157]]
}

3.
{
  "formula": "C23H32Cl2N6O2RhS3Si",
  "method": "ωB97M-V/def2-TZVPD",
  "de_lowest_ev": 0.000,
  "charge": 1,
  "total_energy_ev": -105836.7517,
  "species": ["Rh", "Cl", "C", "C", "C", "Cl", "C", "O", "C", "C", "O", "C", "H", "H", "H", "C", "C", "S", "C", "C", "S", "C", "C", "S", "H", "H", "H", "H", "H", "H", "H", "H", "H", "H", "H", "H", "N", "N", "N", "C", "N", "N", "H", "H", "H", "C", "Si", "C", "C", "N", "C", "C", "C", "C", "C", "C", "H", "H", "H", "H", "H", "H", "H", "H", "H", "H", "H", "H", "H", "H"],
  "xyz": [[-0.09235, 0.48492, -0.08473], [4.13821, 0.15627, 5.80668], [2.92819, 0.37726, 4.58989], [1.58174, 0.47063, 4.97482], [0.59115, 0.65224, 4.04375], [-1.04561, 0.83247, 4.57549], [0.88836, 0.73136, 2.66286], [-0.07197, 0.96878, 1.81211], [2.24947, 0.65704, 2.30864], [2.63524, 0.80300, 0.94947], [1.88118, 0.94706, -0.03091], [3.26505, 0.48060, 3.27309], [1.31910, 0.40708, 6.02228], [3.70672, 0.85982, 0.73935], [4.30079, 0.42946, 2.96111], [0.94047, 2.41319, -4.02130], [0.31382, 1.02391, -4.01016], [-0.71748, 0.58980, -2.57875], [-1.92026, 1.93781, -2.60174], [-1.59572, 3.20227, -1.80094], [-0.66440, 2.92028, -0.27528], [0.80016, 3.98628, -0.45198], [1.46220, 4.15303, -1.81954], [2.05523, 2.64570, -2.61976], [0.17581, 3.18970, -4.03049], [1.51535, 2.51864, -4.94132], [1.07651, 0.25209, -4.06132], [-0.34299, 0.89935, -4.87358], [-2.85757, 1.50113, -2.25999], [-2.06240, 2.19111, -3.65311], [-2.53169, 3.67454, -1.50425], [-1.05108, 3.92175, -2.40405], [1.49756, 3.57477, 0.27784], [0.49955, 4.97303, -0.09636], [2.32878, 4.79875, -1.67520], [0.81007, 4.68074, -2.51371], [-5.22773, 1.09078, 0.70067], [-4.07510, 0.45346, 0.29758], [-4.10775, -0.63874, -0.43017], [-2.81851, -0.84722, -0.64636], [-2.07901, 0.10525, -0.06796], [-2.90924, 0.94742, 0.53313], [-5.92758, 0.37864, 0.86894], [-5.01128, 1.63132, 1.52899], [-2.41798, -1.69205, -1.17700], [3.14488, -2.25850, 0.35417], [1.56594, -2.33387, -0.66299], [1.89400, -1.54204, -2.31425], [1.30846, -4.15979, -0.93511], [0.21212, -1.51204, 0.13292], [-0.78328, -2.22012, 0.86372], [-1.37483, -3.37808, 0.34018], [-2.36370, -4.06887, 1.02865], [-2.81473, -3.62227, 2.26016], [-2.25421, -2.46621, 2.78457], [-1.26029, -1.78150, 2.10252], [3.71867, -3.18001, 0.22931], [2.92523, -2.14893, 1.41758], [3.80626, -1.45018, 0.03996], [2.70116, -2.05709, -2.84172], [2.18903, -0.49619, -2.19935], [0.99619, -1.60773, -2.93376], [2.27279, -4.57430, -1.24294], [0.58572, -4.39840, -1.71642], [1.00886, -4.67071, -0.01914], [-1.08755, -3.72445, -0.63841], [-2.79833, -4.95338, 0.57919], [-3.58698, -4.15834, 2.79503], [-2.57820, -2.09355, 3.74933], [-0.86027, -0.87818, 2.53005]],
  "forces_ev_per_a": [[-0.2466, 1.3484, -0.8209], [-0.0351, -0.0025, -0.0425], [-0.0353, 0.0032, 0.1061], [0.0577, -0.0191, 0.0286], [-0.0356, 0.0807, 0.1292], [0.0617, -0.0021, -0.0785], [-0.2006, 0.3233, -0.2112], [-0.1324, -0.3805, 0.7640], [0.1862, -0.3180, -0.0629], [-0.1738, 0.2986, -0.0038], [0.4513, -0.6470, -0.2951], [-0.0381, -0.0113, -0.0841], [0.0094, 0.0004, -0.0029], [0.0487, 0.0616, -0.0051], [-0.0158, -0.0183, -0.0011], [-0.1376, -0.1042, 0.0622], [-0.0188, 0.1989, 0.0140], [0.2733, -0.4649, 0.0619], [-0.0154, 0.0247, 0.0397], [-0.0876, -0.0335, -0.0291], [0.1528, -0.1358, 0.1464], [-0.0062, 0.0085, -0.1265], [-0.1480, -0.0678, 0.0644], [0.2354, -0.0190, 0.0529], [0.0429, 0.0135, 0.0074], [-0.0324, -0.0025, -0.0341], [0.0263, -0.0316, 0.0256], [0.0289, -0.0198, -0.0223], [0.0213, 0.0022, 0.0316], [-0.0842, 0.0056, 0.0041], [-0.0018, 0.0316, -0.0510], [0.0264, -0.0125, 0.0028], [0.0212, -0.0066, -0.0203], [0.0139, -0.0115, 0.0568], [-0.0038, 0.0206, 0.0131], [0.0257, 0.0453, -0.0101], [0.0535, 0.0756, -0.1756], [-0.0652, 0.0205, 0.0508], [0.0947, -0.0226, 0.0568], [0.0110, -0.0992, -0.0071], [-0.4219, 0.3244, 0.0566], [0.1178, -0.1830, -0.0521], [-0.0456, -0.0029, 0.0971], [-0.0619, -0.0383, 0.1031], [-0.0254, 0.1051, -0.0578], [0.0587, 0.0625, 0.0541], [-0.1883, 0.1254, 0.4689], [0.0067, 0.1426, -0.1101], [-0.0828, -0.1533, -0.0473], [-0.0254, -0.3634, -0.1445], [0.3932, -0.1054, -0.1234], [-0.1644, 0.0205, 0.1076], [0.0253, -0.0183, -0.0770], [0.0094, 0.0324, -0.0155], [-0.0080, 0.0257, 0.0261], [0.1363, -0.0414, 0.1343], [-0.0571, 0.0037, 0.0106], [0.0480, 0.0083, 0.0400], [0.0241, 0.1164, 0.0484], [-0.0191, -0.0274, 0.0630], [-0.0343, 0.0380, -0.0439], [0.0270, -0.0159, -0.0521], [-0.0177, 0.0359, -0.0122], [0.0003, -0.0198, 0.0093], [0.0119, -0.0369, -0.0184], [0.0331, -0.0261, -0.0955], [0.0243, -0.0096, 0.0126], [0.0093, -0.0004, 0.0015], [-0.0080, 0.0177, -0.0156], [-0.0931, -0.1494, -0.0021]]
}